{"formula": "C17H14NNaPS2Se", "method": "the ωB97M-V functional and the def2-TZVPD basis", "species": ["Na", "S", "P", "S", "C", "C", "C", "C", "C", "C", "C", "C", "C", "C", "C", "C", "H", "H", "H", "H", "H", "H", "H", "H", "H", "H", "Se", "C", "C", "C", "N", "C", "C", "H", "H", "H", "H"], "xyz": [[-0.512, -0.893, 0.875], [-2.057, 0.945, -0.536], [-3.571, 0.181, 0.514], [-3.135, -1.253, 1.824], [-4.451, 1.553, 1.352], [-5.049, 2.548, 0.581], [-5.690, 3.614, 1.188], [-5.735, 3.700, 2.575], [-5.139, 2.714, 3.346], [-4.501, 1.640, 2.736], [-4.880, -0.420, -0.618], [-4.838, -0.161, -1.981], [-5.865, -0.604, -2.808], [-6.935, -1.304, -2.274], [-6.979, -1.567, -0.910], [-5.955, -1.130, -0.087], [-5.004, 2.486, -0.500], [-6.153, 4.382, 0.581], [-6.233, 4.536, 3.050], [-5.171, 2.778, 4.426], [-4.038, 0.859, 3.326], [-3.990, 0.377, -2.385], [-5.822, -0.405, -3.872], [-7.733, -1.651, -2.919], [-7.810, -2.122, -0.491], [-5.971, -1.351, 0.974], [1.746, -2.286, 1.681], [3.325, -1.610, 0.887], [3.347, -0.570, -0.048], [4.550, -0.134, -0.573], [5.743, -0.638, -0.253], [5.723, -1.631, 0.640], [4.577, -2.139, 1.222], [2.423, -0.102, -0.364], [4.557, 0.675, -1.299], [6.690, -2.046, 0.908], [4.644, -2.945, 1.942]], "max_force_ev_per_a": 0.09, "e_tot_ha": -4412.6436, "lumo_energy_ev": 2.4, "homo_lumo_gap_ha": 0.2432, "total_charge": -1}



{"formula": "C5H12NO", "method": "the ωB97M-V functional and the def2-TZVPD basis", "species": ["C", "C", "C", "C", "C", "N", "O", "H", "H", "H", "H", "H", "H", "H", "H", "H", "H", "H", "H"], "xyz": [[-0.376, -2.526, -0.022], [1.633, 0.241, -1.350], [0.816, 0.643, 1.087], [-2.431, 0.700, 0.328], [0.404, 0.390, -0.366], [-0.582, -0.587, -0.477], [-1.882, -0.487, -0.113], [-1.387, -2.935, 0.161], [0.432, -2.839, -0.643], [2.063, 1.269, -1.601], [2.399, -0.300, -0.952], [1.384, -0.235, -2.242], [1.268, -0.245, 1.488], [0.049, 0.904, 1.743], [1.412, 1.569, 1.127], [-3.545, 0.441, 0.546], [-2.448, 1.553, -0.431], [-2.035, 1.258, 1.234], [-0.132, 1.323, -0.466]], "e_above_lowest_kj_mol": 785.2, "max_force_ev_per_a": 6.70, "e_tot_ha": -327.1605, "lumo_energy_ev": [-6.2, -5.7], "homo_lumo_gap_ha": [0.3362, 0.3187], "total_charge": 1}



{"formula": "C33H31BrLuN4O4S3", "method": "the ωB97M-V functional and the def2-TZVPD basis", "species": ["Lu", "C", "C", "C", "C", "N", "C", "S", "N", "C", "H", "H", "H", "H", "H", "H", "H", "H", "O", "S", "C", "C", "C", "C", "C", "C", "C", "C", "C", "C", "C", "C", "C", "C", "H", "H", "H", "H", "H", "H", "H", "H", "H", "H", "H", "H", "H", "H", "S", "C", "N", "Br", "C", "C", "C", "C", "C", "C", "C", "O", "O", "H", "H", "H", "H", "O", "N", "C", "C", "C", "C", "C", "H", "H", "H", "H", "H"], "xyz": [[0.634, 0.180, -0.438], [2.585, -0.404, -4.531], [2.763, 0.785, -3.654], [2.723, 2.074, -4.044], [2.893, 3.106, -3.062], [2.973, 2.817, -1.756], [2.979, 1.551, -1.358], [3.059, 1.044, 0.303], [2.986, 0.521, -2.320], [2.894, 4.553, -3.466], [2.354, -0.104, -5.553], [1.767, -1.023, -4.145], [3.493, -1.018, -4.534], [2.546, 2.324, -5.083], [3.096, -0.427, -2.005], [3.500, 4.709, -4.364], [3.295, 5.161, -2.656], [1.877, 4.907, -3.702], [0.051, -0.256, 1.631], [-0.996, -0.826, 2.560], [-1.670, -2.256, 1.681], [-2.603, -3.078, 2.529], [-3.652, -2.500, 3.248], [-4.490, -3.284, 4.029], [-4.296, -4.657, 4.094], [-3.268, -5.240, 3.367], [-2.424, -4.455, 2.593], [-0.027, -1.703, 3.853], [1.086, -2.539, 3.297], [0.986, -3.929, 3.306], [1.991, -4.711, 2.757], [3.099, -4.110, 2.177], [3.211, -2.726, 2.168], [2.216, -1.945, 2.736], [-0.811, -2.835, 1.332], [-2.163, -1.828, 0.807], [-3.826, -1.430, 3.184], [-5.298, -2.820, 4.581], [-4.950, -5.273, 4.699], [-3.119, -6.312, 3.403], [-1.620, -4.914, 2.024], [-0.760, -2.292, 4.403], [0.334, -0.895, 4.491], [0.111, -4.399, 3.745], [1.896, -5.790, 2.763], [3.872, -4.720, 1.724], [4.061, -2.242, 1.702], [2.314, -0.866, 2.724], [0.347, -4.339, -0.645], [0.970, -2.868, -0.853], [1.445, -1.798, -1.009], [-0.995, 2.970, -4.057], [-2.534, 2.160, -3.296], [-3.745, 2.697, -3.704], [-4.940, 2.209, -3.199], [-4.926, 1.177, -2.272], [-3.720, 0.642, -1.867], [-2.498, 1.105, -2.369], [-1.284, 0.427, -1.854], [-1.391, -0.354, -0.839], [-0.136, 0.631, -2.355], [-3.748, 3.505, -4.422], [-5.875, 2.637, -3.537], [-5.852, 0.793, -1.866], [-3.687, -0.169, -1.153], [-0.020, 2.183, -0.001], [0.615, 3.283, 0.336], [1.198, 3.367, 1.538], [1.858, 4.517, 1.912], [1.916, 5.589, 1.039], [1.303, 5.473, -0.195], [0.666, 4.299, -0.531], [1.097, 2.490, 2.153], [2.327, 4.558, 2.885], [2.434, 6.498, 1.315], [1.327, 6.279, -0.914], [0.179, 4.114, -1.478]], "multiplicity": 2, "e_above_lowest_kj_mol": 71.6, "max_force_ev_per_a": 3.38, "e_tot_ha": -6800.3513, "lumo_energy_ev": [0.1, 0.1], "homo_lumo_gap_ha": [0.1735, 0.2890]}